(i)
The following is a DFT calculation (ωB97M-V with the def2-TZVPD basis set) of 3 unconnected molecules or ions with the total composition C2H10O2S.

Atoms and positions in Å:
C1 -0.22844 1.51688 2.08417
C2 0.58993 0.96434 0.93542
S1 -0.23646 1.11502 -0.70447
H1 -1.18786 1.02671 2.12300
H2 -0.35701 2.59012 1.99778
H3 0.28705 1.32667 3.02236
H4 1.52490 1.50487 0.81386
H5 0.84203 -0.08336 1.08340
H6 -1.48966 1.01374 -0.23830
H7 1.17244 -1.98222 -2.79150
H8 0.55042 -0.92373 -1.82012
O1 0.60133 -1.87203 -2.01948
H9 -0.76324 -1.46050 0.49423
H10 0.01699 -2.59707 -0.11087
O2 -0.54001 -2.38320 0.66120

Results
HOMO = -9.718 eV
Molecular weight = 98.167 g/mol
E_LUMO = 0.024 Eh
SMILES = CCS.O.O

Atomic partial charges in e from the Löwdin method, atoms 1 to 6: -0.166 -0.586 0.728 0.061 0.072 0.076


(ii)
The following is a DFT calculation (ωB97M-V with the def2-TZVPD basis set) of 3 unconnected molecules or ions with the total composition C2H10O2S.

Atoms and positions in Å:
C1 0.04790 -2.59384 -1.51475
C2 -1.07248 -1.61805 -1.23272
S1 -0.78021 -0.32275 -0.08365
H1 0.00198 -3.24596 -0.61033
H2 1.04145 -2.06407 -1.53934
H3 -0.01240 -3.22124 -2.44919
H4 -1.47157 -1.18775 -2.18190
H5 -1.96593 -2.12473 -0.88192
H6 -0.58088 -0.65930 1.20632
H7 0.57127 3.78252 2.60978
H8 -0.02281 3.03493 3.83313
O1 0.60625 2.94649 3.14243
H9 1.69702 2.75805 -0.71307
H10 0.71300 1.84045 0.19509
O2 1.22741 2.67526 0.22012

Results
HOMO = -9.290 eV
Molecular weight = 98.167 g/mol
E_LUMO = 0.031 Eh
SMILES = CCS.O.O

Atomic partial charges in e from the Löwdin method, atoms 1 to 6: -0.185 -0.693 0.730 0.075 0.077 0.084


(i) (1.002 eV below the next structure)


(i)
The following is a DFT calculation (ωB97M-V with the def2-TZVPD basis set) of 8 unconnected molecules or ions with the total composition C6H28O8.

Atoms and positions in Å:
O1 8.54524 30.12399 -12.83809
H1 8.15485 30.49035 -12.04123
H2 8.74173 29.20002 -12.66695
H3 9.37673 30.56381 -13.02992
O2 9.35252 35.29460 -11.30670
H4 10.02067 35.58840 -10.68312
H5 8.74547 34.68893 -10.87515
H6 9.81450 34.76358 -11.95953
C1 6.92796 29.83397 -7.68607
C2 7.62320 31.16020 -7.84481
C3 9.13591 30.99025 -7.60596
O3 7.43518 31.64017 -9.17839
H7 7.35914 29.03380 -8.28766
H8 5.85621 29.96561 -7.83482
H9 6.98590 29.58084 -6.62745
H10 7.24466 31.84671 -7.08750
H11 9.29932 30.89651 -6.53237
H12 9.75294 31.81674 -7.95852
H13 9.61890 30.14947 -8.10390
C4 14.10469 31.22944 -14.73335
C5 13.63357 32.54672 -13.98362
C6 14.27511 33.82737 -14.57385
O4 12.25014 32.70124 -13.89953
H14 13.94921 31.17005 -15.81057
H15 13.48260 30.44623 -14.30013
H16 15.13968 31.08504 -14.42348
H17 14.15258 32.53692 -13.02516
H18 15.36301 33.85777 -14.51351
H19 13.99013 34.75727 -14.08171
H20 14.04369 33.83429 -15.63899
O5 11.92998 36.22851 -8.44846
H21 12.83392 36.48844 -8.62616
H22 11.77084 36.51340 -7.54860
O6 10.30662 36.11812 -16.21101
H23 10.61563 35.61686 -15.45636
H24 10.12953 36.99186 -15.86253
O7 6.84056 36.74509 -7.76954
H25 6.66319 36.57600 -6.84425
H26 7.56826 36.16173 -7.98491
O8 11.35336 38.72736 -12.95201
H27 11.40729 39.43000 -13.59978
H28 12.15582 38.81332 -12.43732

Results
HOMO = -6.056 eV
Molecular weight = 228.282 g/mol
E_LUMO = -0.061 Eh

Atomic partial charges in e from the Löwdin method, atoms 1 to 6: 0.368 0.156 0.182 0.171 0.378 0.171


(ii)
The following is a DFT calculation (ωB97M-V with the def2-TZVPD basis set) of 8 unconnected molecules or ions with the total composition C6H28O8.

Atoms and positions in Å:
O1 0.67065 1.32180 0.30368
H1 0.37429 1.39705 1.13029
H2 1.61050 0.81896 0.13220
H3 0.01024 0.60402 -0.17806
O2 -0.28016 -0.48512 -1.32785
H4 0.47931 -0.98546 -1.85384
C1 -1.11422 0.58676 -4.45756
O3 -0.66111 1.37179 -3.42252
H5 -2.23238 0.38061 -4.45786
H6 -0.39231 -0.16769 -4.61049
H7 -0.70604 1.02783 -5.53400
H8 -0.45116 0.62615 -2.67622
C2 4.10744 0.81844 -0.68924
O4 3.24460 0.44538 0.36345
H9 3.65052 1.70514 -1.21621
H10 4.74772 -0.01584 -1.16810
H11 4.97574 1.31223 -0.19983
H12 3.86025 -0.00717 0.92099
C3 -2.43811 0.08751 2.18973
O5 -2.01231 1.19466 1.42246
H13 -3.47965 -0.20133 2.07975
H14 -2.33519 0.55937 3.11012
H15 -1.69062 -0.89733 2.15614
H16 -2.18409 1.07960 0.55012
C4 -3.87480 -1.12797 -0.95070
O6 -2.99270 0.00630 -1.34240
H17 -4.04912 -1.55061 -1.95031
H18 -4.87661 -0.79376 -0.74300
H19 -3.38652 -1.84833 -0.28546
H20 -2.14315 -0.43935 -1.39573
C5 1.14648 -2.73400 0.84012
O7 -0.21808 -2.34830 0.45265
H21 1.24328 -2.66177 1.87343
H22 1.98145 -2.15079 0.47264
H23 1.37809 -3.70195 0.45655
H24 -0.11572 -1.80401 -0.40808
C6 1.57575 1.74913 3.43712
O8 0.96344 0.56205 2.88536
H25 1.31294 2.55186 2.88876
H26 2.51840 1.66655 3.17617
H27 1.14398 2.07898 4.46490
H28 0.63897 -0.03143 3.56085

Results
HOMO = -8.967 eV
Molecular weight = 228.282 g/mol
E_LUMO = -0.003 Eh

Atomic partial charges in e from the Löwdin method, atoms 1 to 6: 0.167 -0.007 0.164 0.134 -0.389 0.084


(ii) (3.155 eV below the next structure)


(i)
The following is a DFT calculation (ωB97M-V with the def2-TZVPD basis set) of 2 unconnected molecules or ions with the total composition C2H3NO3.

Atoms and positions in Å:
C1 -3.09524 0.06952 -0.02321
C2 0.57547 0.65147 0.20603
N1 -0.46618 -0.08459 0.11023
O1 -3.24273 -1.05446 0.12910
O2 -3.01741 1.20901 -0.17293
O3 -0.40823 -1.41872 -0.13839
H1 0.46386 1.79403 0.38362
H2 1.51627 0.03716 0.12281
H3 -1.27999 -1.65780 0.25687

Results
HOMO (spin up / spin down) = -5.801 / -10.333 eV
Molecular weight = 89.050 g/mol
E_LUMO (spin up / spin down) = 0.020 / -0.085 Eh
⟨S²⟩ = 2.0069
2S+1 = 3

Atomic partial charges in e from the Löwdin method, atoms 1 to 6: -0.455 -0.116 -0.142 0.202 0.219 0.034


(ii)
The following is a DFT calculation (ωB97M-V with the def2-TZVPD basis set) of 2 unconnected molecules or ions with the total composition C2H3NO3.

Atoms and positions in Å:
C1 2.45327 -0.56356 0.06244
C2 -1.41135 -0.03982 0.01903
N1 -0.57999 0.84003 -0.70757
O1 2.23151 -1.35693 -0.73137
O2 2.72470 0.16766 0.89826
O3 -0.45576 1.89939 -0.13055
H1 -2.01956 -0.57538 -0.56459
H2 -0.83685 -0.81700 0.51558
H3 -2.10595 0.44561 0.63877

Results
HOMO (spin up / spin down) = -8.470 / -12.711 eV
Molecular weight = 89.050 g/mol
E_LUMO (spin up / spin down) = 0.023 / -0.040 Eh
⟨S²⟩ = 2.0073
2S+1 = 3

Atomic partial charges in e from the Löwdin method, atoms 1 to 6: -0.458 -0.104 -0.103 0.212 0.219 0.032


(ii) (2.646 eV below the next structure)


(i)
The following is a DFT calculation (ωB97M-V with the def2-TZVPD basis set) of C6H7NS in the gas phase.

Atoms and positions in Å:
C1 0.59820 1.09046 0.36041
C2 1.82456 0.69171 -0.45611
C3 1.87728 -0.62411 -0.48101
C4 0.65494 -1.09980 0.31908
C5 -0.54127 -0.78037 -0.58896
C6 -0.56848 0.73430 -0.56825
H1 1.37556 -0.07221 1.83733
H2 0.67151 2.09862 0.79851
H3 2.46451 1.47201 -0.92103
H4 2.62845 -1.22303 -1.00683
H5 0.64879 -2.07524 0.75109
H6 -0.70222 -1.38994 -1.50756
H7 -0.76129 1.28172 -1.50575
N1 0.52479 -0.04865 1.31914
S1 -2.06689 0.01097 0.05058

Results
HOMO = -8.304 eV
Molecular weight = 125.196 g/mol
E_LUMO = 0.034 Eh
SMILES = C1=C[C@H]2N[C@@H]1[C@@H]1S[C@@H]12

Atomic partial charges in e from the Löwdin method, atoms 1 to 6: -0.287 -0.058 -0.036 -0.311 -0.458 -0.544


(ii)
The following is a DFT calculation (ωB97M-V with the def2-TZVPD basis set) of 2 unconnected molecules or ions with the total composition C6H7NS.

Atoms and positions in Å:
C1 -2.81571 0.74577 0.06976
C2 -1.48688 1.36009 0.19865
C3 -2.74137 -0.58796 -0.06884
C4 -0.49737 0.46268 0.00483
C5 2.61639 0.03296 -0.53364
C6 2.33048 -0.99450 0.42384
N1 1.87894 0.29388 0.69636
S1 -1.12566 -1.17315 -0.08673
H1 -3.63965 1.40086 0.35374
H2 -1.41929 2.39333 0.44845
H3 -3.61330 -1.17047 -0.37435
H4 3.64123 0.30878 -0.71050
H5 1.99746 0.02451 -1.41572
H6 1.68140 -1.77697 0.06437
H7 3.19333 -1.31981 0.92976

Results
HOMO = -8.940 eV
Molecular weight = 125.196 g/mol
E_LUMO = -0.056 Eh

Atomic partial charges in e from the Löwdin method, atoms 1 to 6: -0.201 -0.204 -0.462 -0.283 -0.227 -0.291


(i) (4.454 eV below the next structure)


(i)
The following is a DFT calculation (ωB97M-V with the def2-TZVPD basis set) of C6H7NS in the gas phase.

Atoms and positions in Å:
C1 3.25490 -0.07274 -0.43944
C2 2.20366 -0.05439 0.12263
C3 0.86466 0.15266 0.66409
C4 -1.63338 1.00227 0.08746
C5 -1.67733 -0.59453 -0.06409
C6 -0.09077 -0.90838 0.17521
H1 4.26473 0.40966 -0.86825
H2 0.65682 0.17164 1.85209
H3 -2.30942 1.39904 -0.56079
H4 -1.83846 1.26066 1.14897
H5 -2.40600 -1.40810 0.29561
H6 -0.41787 -0.06475 -1.45818
H7 -0.15454 -1.93604 0.52858
N1 -0.79629 -0.94853 -1.11086
S1 0.07929 1.59154 -0.37303

Results
HOMO = -8.962 eV
Molecular weight = 125.196 g/mol
E_LUMO = 0.025 Eh
SMILES = C#C[C@H]1SC[C@H]2N[C@H]21

Atomic partial charges in e from the Löwdin method, atoms 1 to 6: 0.081 -0.213 -0.457 -0.370 -0.239 -0.332


(ii)
The following is a DFT calculation (ωB97M-V with the def2-TZVPD basis set) of 2 unconnected molecules or ions with the total composition C6H7NS.

Atoms and positions in Å:
C1 -1.16529 -2.79415 0.15372
C2 -0.57524 -1.82007 -0.25576
C3 -0.28107 2.75898 2.16775
C4 1.53118 -0.42845 0.00870
C5 0.16846 -0.67668 -0.70608
C6 -0.49639 0.53839 -1.34016
N1 -0.06106 2.17671 1.19984
S1 1.71924 -1.21879 -1.54878
H1 -1.81547 -3.46153 0.64939
H2 -0.65053 3.07665 3.11096
H3 1.89252 0.56590 0.16150
H4 1.68384 -1.12396 0.85747
H5 -1.07771 0.29502 -2.21322
H6 0.38610 1.20502 -1.59920
H7 -1.25859 0.90698 -0.64613

Results
HOMO = -8.537 eV
Molecular weight = 125.196 g/mol
E_LUMO = 0.030 Eh
SMILES = C#C[C@@]1(C)CS1.C#N

Atomic partial charges in e from the Löwdin method, atoms 1 to 6: 0.128 -0.162 -0.030 -0.453 -0.733 -0.112


(ii) (1.757 eV below the next structure)


(i)
The following is a DFT calculation (ωB97M-V with the def2-TZVPD basis set) of 4 unconnected molecules or ions with the total composition C3H14N2O3.

Atoms and positions in Å:
C1 -1.28703 1.56851 -0.05671
C2 -0.03044 1.63926 -0.87844
N1 1.97364 0.00004 -1.87142
C3 1.75141 0.09092 -0.50355
N2 0.96652 0.94543 0.04407
H1 -2.21341 1.76524 -0.64527
H2 -1.19231 2.29165 0.77163
H3 -1.45272 0.68084 0.53261
H4 0.27664 2.69801 -0.86480
H5 -0.20478 1.03637 -1.78744
H6 2.49052 -0.83707 -2.07753
H7 1.44367 0.55048 -2.51298
H8 2.47361 -0.37683 0.15593
H9 1.28482 -2.34479 -0.00091
H10 0.48519 -2.13301 -1.33760
O1 0.43934 -2.46814 -0.44464
H11 -1.55294 -1.76663 1.64717
H12 -1.97222 -1.01418 0.51291
O2 -2.37497 -1.35571 1.32146
H13 -1.04259 -0.54841 3.11318
H14 -0.12666 -0.06431 1.97907
O3 -0.13531 -0.35767 2.90326

Results
HOMO = -9.584 eV
Molecular weight = 126.156 g/mol
E_LUMO = 0.014 Eh
SMILES = CC/N=C\N.O.O.O

Atomic partial charges in e from the Löwdin method, atoms 1 to 6: -0.124 -0.251 0.085 -0.322 0.011 0.091


(ii)
The following is a DFT calculation (ωB97M-V with the def2-TZVPD basis set) of 4 unconnected molecules or ions with the total composition C3H14N2O3.

Atoms and positions in Å:
C1 -2.99671 -0.73656 -0.43856
C2 -1.90597 0.13034 -0.21931
C3 -0.66200 -0.20008 -1.08220
N1 0.40799 0.67060 -0.83396
N2 -1.60283 -0.00480 1.30395
H1 -2.04739 1.19673 -0.42728
H2 -3.13898 -1.60845 0.17848
H3 -3.87635 -0.46182 -1.01294
H4 -0.46456 -1.25057 -0.83119
H5 0.78941 1.21900 -1.57344
H6 1.24468 0.20947 -0.34644
H7 -2.34343 0.45076 1.84351
H8 -1.94208 -0.96353 1.36292
H9 3.35210 0.40719 -0.85476
H10 4.69171 1.20812 -0.79678
O1 3.88782 1.04872 -1.37799
H11 0.17439 0.26207 2.03804
H12 1.60049 0.24124 1.66242
O2 1.01512 0.28848 2.47933
H13 2.53790 -1.39407 0.66664
H14 -1.08313 -0.20855 -2.10024
O3 2.36182 -0.50430 0.35982

Results
HOMO = -8.163 eV
Molecular weight = 126.156 g/mol
E_LUMO = -0.153 Eh

Atomic partial charges in e from the Löwdin method, atoms 1 to 6: 0.231 -0.379 -0.219 0.107 0.102 0.162


(i) (5.118 eV below the next structure)